Entry 1:
C4H10O2 | ωB97M-V/def2-TZVPD

The calculation puts the orbital gap at 7.94 eV. As for the energy relative to the best compared isomer or geometry (same formula, charge and spin): 117.9 kcal/mol. Its total charge is 0. As for the spin multiplicity: 1. As for the molar mass: 90.12 Da. The calculation puts the total energy at -308.710319 Eh.

```
16
C4H10O2, DFT ωB97M-V/def2-TZVPD
C 2.273 -0.943 -0.338
O 1.320 -0.243 0.418
C 0.503 0.622 -0.406
C -0.544 1.332 0.348
C -2.391 -0.038 0.211
O -1.262 0.144 1.119
H 1.800 -1.581 -1.103
H 2.959 -0.252 -0.854
H 2.852 -1.572 0.343
H 0.106 -0.023 -1.220
H 1.113 1.401 -0.882
H -0.151 1.910 1.180
H -2.973 -0.876 0.580
H -2.051 -0.184 -0.819
H -2.945 0.903 0.240
H -0.610 -0.600 1.185
```

---

Entry 2:
C4H10O2 | ωB97M-V/def2-TZVPD

The calculation puts the orbital gap at 10.75 eV. As for the energy relative to the best compared isomer or geometry (same formula, charge and spin): 49.9 kcal/mol. Its total charge is 0. As for the spin multiplicity: 1. The SMILES is C[C@H]1CO1.CO. As for the molar mass: 90.12 Da. The calculation puts the total energy at -308.818585 Eh.

```
16
C4H10O2, DFT ωB97M-V/def2-TZVPD
C 0.208 0.681 1.428
C 0.050 1.371 0.100
C 1.216 1.637 -0.741
O 0.231 0.697 -1.152
H -0.709 0.213 1.796
H 0.495 1.496 2.098
H 0.985 -0.087 1.463
H -0.797 2.059 0.041
H 1.318 2.531 -1.353
H 2.164 1.176 -0.472
C -1.152 -2.155 -0.494
O 0.200 -1.836 -0.276
H -1.761 -1.966 0.403
H -1.580 -1.574 -1.322
H -1.242 -3.220 -0.742
H 0.373 -1.021 -0.778
```

---

Entry 3:
C4H10O2 | ωB97M-V/def2-TZVPD

The calculation puts the orbital gap at 10.98 eV. As for the energy relative to the best compared isomer or geometry (same formula, charge and spin): 24.0 kcal/mol. Its total charge is 0. As for the spin multiplicity: 1. The SMILES is COC[C@@H](C)O. As for the molar mass: 90.12 Da. The calculation puts the total energy at -308.859909 Eh.

```
16
C4H10O2, DFT ωB97M-V/def2-TZVPD
C 2.491 -0.504 -0.472
O 1.392 -0.072 0.291
C 0.202 0.019 -0.463
C -0.947 0.211 0.515
C -2.177 0.796 -0.155
O -1.303 -1.033 1.093
H 2.433 -1.584 -0.682
H 2.556 0.035 -1.430
H 3.395 -0.301 0.110
H 0.020 -0.913 -1.022
H 0.267 0.846 -1.190
H -0.594 0.900 1.300
H -3.035 0.733 0.522
H -2.426 0.252 -1.073
H -2.002 1.848 -0.405
H -0.489 -1.413 1.450
```

---

Entry 4:
C4H10O2 | ωB97M-V/def2-TZVPD

The calculation puts the orbital gap at 10.95 eV. As for the energy relative to the best compared isomer or geometry (same formula, charge and spin): 23.0 kcal/mol. Its total charge is 0. As for the spin multiplicity: 1. The SMILES is C[C@H](O)CCO. As for the molar mass: 90.12 Da. The calculation puts the total energy at -308.861546 Eh.

```
16
C4H10O2, DFT ωB97M-V/def2-TZVPD
C -1.485 -1.744 -0.343
C -1.049 -0.318 0.008
O -1.041 0.530 -1.132
C 0.327 -0.346 0.690
C 1.017 1.019 0.765
O 2.258 1.031 0.090
H -2.555 -1.867 -0.480
H -1.143 -2.447 0.419
H -1.017 -2.028 -1.278
H -1.719 0.165 0.717
H -0.816 -0.026 -1.901
H 0.136 -0.726 1.700
H 1.024 -1.027 0.209
H 0.375 1.790 0.314
H 1.121 1.346 1.792
H 2.986 1.091 0.725
```